C40H46N6OP2S2Ti | wB97M-V/def2-TZVPD

Last column: Mulliken charge in e.
Positions of all 98 atoms, in Å:
Ti (-0.900444, 0.920734, 0.577674)  -1.647
O (-2.753546, 0.260448, -2.958657)  -0.790
C (-2.369334, 0.265585, -1.792851)  -0.108
N (-1.626394, 1.210923, -1.209313)  1.398
C (-1.461463, 2.395447, -2.013009)  -1.279
C (-0.988001, 3.530137, -1.167534)  0.389
C (-0.924464, 4.823704, -1.678761)  -0.958
C (-0.588598, 5.865261, -0.836525)  -0.660
C (-0.331011, 5.575416, 0.496121)  -0.910
C (-0.366491, 4.255333, 0.904890)  -0.389
N (-0.682803, 3.245398, 0.096951)  0.942
C (-2.890909, -0.726228, -0.804330)  0.115
C (-3.956646, -1.548465, -1.160607)  -0.533
C (-4.660555, -2.204043, -0.170319)  -0.892
C (-4.274337, -1.998322, 1.148866)  -0.891
C (-3.170942, -1.207992, 1.408104)  -0.805
N (-2.471920, -0.588685, 0.457745)  1.740
H (-0.766997, 2.217619, -2.849843)  0.118
H (-2.426973, 2.660657, -2.476718)  0.918
H (-1.159720, 4.999742, -2.717305)  0.563
H (-0.539320, 6.880293, -1.202056)  0.437
H (-0.117278, 6.353413, 1.210173)  0.507
H (-0.119177, 3.999372, 1.929178)  0.455
H (-4.227430, -1.604306, -2.203595)  0.628
H (-5.512618, -2.820558, -0.410262)  0.450
H (-4.832334, -2.429012, 1.965215)  0.516
H (-2.858259, -1.029285, 2.430258)  0.509
C (0.456025, -2.528337, 4.848877)  -2.159
C (-0.236380, -1.301202, 4.232047)  1.173
C (-1.690531, -1.288451, 4.712245)  -1.608
P (-0.129404, -1.074769, 2.348898)  1.119
C (-0.021777, -2.862189, 1.709437)  0.328
C (-1.040390, -3.850158, 2.268945)  -1.495
C (-0.168972, -2.788617, 0.190582)  -1.437
C (1.631481, -0.632083, 2.092696)  0.159
C (2.650725, -0.962112, 2.976800)  -0.765
C (3.975055, -0.685828, 2.694309)  -1.040
C (4.301897, -0.105784, 1.481010)  -1.064
C (3.305438, 0.278589, 0.611736)  -0.183
C (1.942605, 0.093195, 0.917390)  -0.970
N (0.951874, 0.592111, 0.100546)  1.551
C (1.418024, 1.466733, -0.906001)  -0.446
C (1.982124, 2.699548, -0.558507)  0.562
C (2.410061, 3.579631, -1.532353)  -1.108
C (2.299389, 3.234966, -2.870463)  -1.160
C (1.789898, 1.997607, -3.224576)  -0.196
C (1.365882, 1.089080, -2.257079)  -0.409
P (0.636239, -0.572354, -2.571690)  0.623
C (0.319554, -0.540295, -4.433791)  0.674
C (1.485228, -0.703810, -5.405762)  -1.904
C (-0.759866, -1.588596, -4.716981)  -1.470
C (2.204052, -1.614217, -2.320730)  1.486
C (3.530458, -1.119879, -2.892728)  -1.662
C (1.933681, -3.059070, -2.735834)  -1.738
H (0.973569, -2.235925, 5.761627)  0.387
H (1.173920, -3.000810, 4.185933)  0.526
H (-0.278262, -3.282383, 5.129033)  0.507
H (0.245660, -0.388282, 4.608050)  0.841
H (-2.237418, -2.155942, 4.342667)  0.399
H (-2.217635, -0.382435, 4.416367)  0.012
H (-1.707873, -1.319724, 5.801095)  0.540
H (0.991416, -3.213148, 1.948326)  0.837
H (-2.053287, -3.463330, 2.175552)  0.148
H (-0.853236, -4.088637, 3.309671)  0.280
H (-0.984336, -4.778019, 1.699991)  0.473
H (-1.222908, -2.785405, -0.090845)  0.360
H (0.302310, -3.650124, -0.278946)  0.695
H (0.293120, -1.878071, -0.201629)  -0.221
H (2.422745, -1.427593, 3.918715)  0.359
H (4.743218, -0.935531, 3.408115)  0.457
H (5.335019, 0.063597, 1.213297)  0.460
H (3.580280, 0.743006, -0.323591)  0.433
H (2.075223, 2.951163, 0.490909)  0.616
H (2.827677, 4.534922, -1.251232)  0.468
H (2.621673, 3.926786, -3.634773)  0.440
H (1.721422, 1.746183, -4.270290)  0.348
H (-0.142375, 0.442206, -4.603637)  0.504
H (1.885082, -1.712472, -5.372949)  0.342
H (2.295080, -0.008409, -5.208012)  0.318
H (1.127769, -0.528051, -6.420260)  0.464
H (-0.420933, -2.590508, -4.460077)  0.265
H (-1.022733, -1.575986, -5.774183)  0.480
H (-1.654227, -1.359934, -4.140461)  0.223
H (2.304961, -1.598495, -1.225729)  -0.211
H (3.613720, -1.310444, -3.957704)  0.383
H (4.342046, -1.653885, -2.396998)  0.405
H (3.670621, -0.055099, -2.718627)  0.295
H (1.967011, -3.174184, -3.815925)  0.317
H (0.953206, -3.385139, -2.395998)  0.315
H (2.687117, -3.719949, -2.307426)  0.421
S (-0.065238, 1.741600, 2.786622)  -0.339
C (-1.539571, 1.977961, 3.696312)  0.456
C (-1.400853, 2.060059, 5.090115)  -0.069
N (-1.260050, 2.104275, 6.229882)  -0.615
C (-2.777273, 2.052120, 3.105523)  1.152
S (-3.037468, 2.001203, 1.392657)  -0.438
C (-3.935827, 2.129568, 3.896764)  -0.157
N (-4.906766, 2.126973, 4.509556)  -0.565

Force components x, y, z for each atom (eV/Å):
-0.9 0.9 2.2
0.2 0.0 0.4
-0.6 -0.6 -0.8
0.1 0.7 -0.1
-0.1 0.2 -0.6
-0.1 0.2 -0.2
0.0 -0.1 0.1
0.0 -0.2 0.0
0.0 -0.2 -0.2
0.1 0.3 0.4
0.0 -0.2 -0.3
-0.7 -0.4 -0.1
0.3 0.1 0.0
0.2 0.2 0.1
0.1 0.0 -0.2
0.0 -0.1 0.4
-0.3 -0.4 -1.1
-0.2 0.1 0.2
0.2 0.0 0.1
0.0 0.0 -0.1
0.0 0.1 0.0
0.1 0.0 0.1
-0.1 0.0 -0.1
0.0 0.0 -0.1
-0.1 -0.1 0.0
0.0 0.0 0.1
0.0 0.0 -0.1
0.1 0.0 -0.2
-0.4 0.5 -0.2
0.0 0.3 0.0
1.0 -1.0 0.3
-0.2 0.3 0.0
0.1 0.1 0.1
0.2 0.1 0.1
-0.2 0.4 -0.4
0.1 0.0 -0.1
0.1 -0.1 0.0
0.0 -0.1 0.1
-0.2 0.0 -0.1
1.2 -0.7 0.9
-0.1 -0.1 0.1
0.5 0.5 -1.1
0.1 -0.1 -0.1
0.0 -0.1 0.2
0.0 -0.1 -0.1
0.1 0.2 0.0
-0.4 -0.2 0.5
0.8 -0.2 -0.8
0.0 0.0 0.3
-0.1 0.2 0.1
-0.1 0.2 0.1
-0.3 0.2 0.0
-0.1 0.0 0.2
0.0 0.1 0.1
0.1 0.0 0.0
0.1 -0.1 0.0
0.0 0.0 0.0
-0.1 -0.2 -0.1
0.0 -0.1 0.0
0.0 0.0 0.0
0.0 0.0 0.1
-0.2 0.1 0.0
-0.1 -0.1 0.0
-0.1 -0.1 0.1
0.0 -0.1 -0.1
0.0 0.0 -0.1
0.0 -0.1 -0.1
-0.1 -0.2 -0.1
-0.1 -0.1 0.1
0.1 -0.1 0.1
0.1 0.0 0.0
0.0 0.0 0.0
0.0 0.0 0.0
0.0 0.1 0.1
0.0 0.0 -0.1
0.0 -0.1 -0.1
0.0 -0.1 0.1
0.1 -0.1 0.0
0.1 0.0 0.0
0.0 0.0 -0.1
0.1 -0.1 0.0
0.0 -0.1 -0.1
0.0 -0.1 0.0
-0.1 0.0 -0.1
0.0 0.0 -0.1
0.1 0.0 0.0
0.1 0.1 0.0
0.0 0.0 -0.1
-0.1 -0.1 0.0
0.0 -0.1 0.0
-0.2 0.3 0.0
-0.6 0.1 -1.3
0.0 0.1 0.7
0.1 0.0 0.3
1.4 0.0 -0.4
0.1 0.0 0.4
-0.6 0.0 0.5
-0.3 0.1 0.2

Summary:
E_tot	-4284.28295	hartree